(1)
Below is a cluster of 5 separate species, C32H37N2P in total, with properties calculated with the ωB97M-V functional and the def2-TZVPD basis.

SMILES string: CCP(CC)[C@H](C#N)CC#N.c1ccccc1.c1ccccc1.c1ccccc1.c1ccccc1
LUMO energy, eV: 0.100
Molecular weight, g mol⁻¹: 480.6
Kohn-Sham gap, eV: 8.3343

Last column: Mulliken charge in e.
Positions of all 72 atoms, in Å:
C: -1.295 -2.130 -1.614  -0.4014
C: -2.092 -3.517 -1.263  -0.2409
P: -2.739 -3.658 0.527  -0.1774
C: -2.006 -5.226 1.362  -0.4949
C: -0.417 -5.107 1.753  -0.8607
C: -2.353 -2.118 1.587  0.1132
C: -3.073 -2.341 3.075  -0.1559
N: -3.854 -2.569 4.106  -0.4964
C: -2.931 -0.701 1.000  0.1013
C: -4.223 -0.857 0.003  0.1272
N: -5.359 -0.856 -0.660  -0.4809
H: -0.368 -2.440 -2.298  -0.0097
H: -0.850 -1.560 -0.695  0.1362
H: -1.989 -1.469 -2.303  0.2667
H: -1.339 -4.420 -1.439  0.0708
H: -3.002 -3.721 -1.999  0.3577
H: -2.603 -5.549 2.339  0.3829
H: -2.126 -6.122 0.603  0.3442
H: 0.009 -6.184 2.042  0.3239
H: 0.269 -4.722 0.878  0.2145
H: -0.235 -4.445 2.725  0.2170
H: -1.180 -2.086 1.804  0.3870
H: -3.262 -0.053 1.942  -0.0633
H: -2.068 -0.069 0.479  0.3531
C: 2.159 -4.354 -6.128  -0.4522
C: 1.806 -4.629 -4.807  -0.4761
C: 0.462 -4.698 -4.443  -0.1889
C: -0.531 -4.487 -5.401  -0.4761
C: -0.178 -4.202 -6.720  -0.3447
C: 1.167 -4.138 -7.084  -0.4830
H: 3.207 -4.307 -6.412  0.3852
H: 2.580 -4.791 -4.060  0.4942
H: 0.187 -4.916 -3.415  0.4361
H: -1.579 -4.543 -5.118  0.3704
H: -0.951 -4.032 -7.464  0.3632
H: 1.442 -3.918 -8.112  0.3662
C: 6.140 -2.194 -3.704  -0.4784
C: 6.622 -1.488 -2.603  -0.3570
C: 5.732 -0.968 -1.663  -0.3822
C: 4.359 -1.150 -1.827  -0.4023
C: 3.876 -1.848 -2.934  -0.4288
C: 4.766 -2.372 -3.872  -0.0851
H: 6.834 -2.605 -4.433  0.3562
H: 7.692 -1.343 -2.476  0.3547
H: 6.109 -0.420 -0.803  0.3506
H: 3.666 -0.747 -1.094  0.3598
H: 2.806 -1.986 -3.065  0.4816
H: 4.390 -2.918 -4.733  0.2140
C: -2.949 2.037 4.460  -0.4422
C: -1.959 2.783 5.099  -0.4911
C: -1.727 4.105 4.721  -0.2835
C: -2.484 4.681 3.699  -0.1500
C: -3.468 3.932 3.054  -0.5610
C: -3.702 2.611 3.435  -0.3994
H: -3.133 1.009 4.760  0.4347
H: -1.367 2.334 5.893  0.3722
H: -0.958 4.688 5.221  0.3767
H: -2.306 5.712 3.406  0.2991
H: -4.054 4.378 2.255  0.3709
H: -4.470 2.028 2.934  0.4815
C: 0.507 7.402 3.672  -0.0758
C: 1.498 8.148 4.310  -0.5014
C: 1.729 9.470 3.932  -0.3300
C: 0.972 10.046 2.911  -0.3939
C: -0.012 9.297 2.266  -0.4338
C: -0.245 7.976 2.647  -0.3024
H: 0.323 6.374 3.971  0.2690
H: 2.089 7.699 5.104  0.3541
H: 2.498 10.052 4.432  0.3516
H: 1.150 11.077 2.617  0.3481
H: -0.597 9.743 1.466  0.3546
H: -1.014 7.393 2.146  0.3606



(2)
Below is the molecule C5H8O2, with properties calculated with the ωB97M-V functional and the def2-TZVPD basis.

Energy relative to the best compared isomer or geometry (same formula, charge and spin), kcal/mol: 169.44
SMILES string: C1C[C@@H]2O[C@H]2CO1
LUMO energy, eV: 1.024
Molecular weight, g mol⁻¹: 100.1
Kohn-Sham gap, eV: 10.8564

Last column: Mulliken charge in e.
Positions of all 15 atoms, in Å:
C: 1.141 -0.844 -0.469  -0.4677
C: -0.243 -1.339 -0.949  -0.7290
C: -0.967 -0.429 0.279  -0.1528
O: -1.947 0.666 0.417  -0.4502
C: -0.576 0.915 0.192  0.2231
C: 0.801 0.836 0.921  -0.6020
O: 1.368 0.399 -0.259  -0.3871
H: 1.771 -1.244 0.431  0.3551
H: 1.954 -0.863 -1.275  0.3188
H: -0.585 -2.300 -1.122  0.4421
H: -0.505 -0.960 -1.963  0.2775
H: -0.689 -1.169 1.010  0.2947
H: -0.273 1.257 -0.950  0.1873
H: 0.829 0.118 1.738  0.3537
H: 1.202 1.806 1.021  0.3367



(3)
Below is a structure of composition C26H47CaO2Si2, with properties calculated with the ωB97M-V functional and the def2-TZVPD basis.

Charge: -1
LUMO energy, eV: 1.959
Molecular weight, g mol⁻¹: 487.9
Kohn-Sham gap, eV: 4.3779

Last column: Mulliken charge in e.
Positions of all 78 atoms, in Å:
O: 0.172 1.329 -1.834  -0.5083
C: 0.267 2.820 -1.793  -0.7292
C: -0.251 2.912 -3.224  -0.3997
H: 1.329 3.077 -1.661  0.2750
H: -0.388 3.228 -1.010  0.3088
C: -0.197 1.356 -3.266  1.3104
H: 0.425 3.407 -3.920  0.0564
H: -1.290 3.278 -3.268  0.3656
C: 0.973 0.806 -4.050  -1.5783
H: 1.919 1.194 -3.658  0.3633
H: 0.854 1.101 -5.096  0.4613
H: 0.986 -0.291 -3.995  0.2752
C: -1.498 0.621 -3.502  -1.5046
H: -2.333 1.112 -2.993  0.3251
H: -1.435 -0.425 -3.163  0.1366
H: -1.687 0.613 -4.581  0.4840
Ca: 0.240 0.293 0.114  1.8997
C: -1.983 -0.801 1.222  -0.2792
C: -1.489 0.281 2.000  -0.2546
C: -1.604 1.481 1.250  -1.6712
H: -0.870 0.184 2.916  0.3105
C: -2.224 1.146 0.006  -0.2402
C: -2.460 -0.262 -0.007  -0.6853
H: -2.897 -0.840 -0.840  0.3029
H: -1.957 -1.863 1.485  0.4092
H: -1.199 2.470 1.539  0.3685
H: -2.503 1.850 -0.776  0.5447
C: 0.982 -2.203 0.729  0.1984
C: 0.143 -2.441 -0.385  -0.7202
C: 0.711 -1.793 -1.516  -0.1101
H: -0.817 -2.991 -0.367  0.3853
C: 1.910 -1.129 -1.086  -0.5414
C: 2.080 -1.392 0.305  -1.1363
H: 2.822 -0.903 0.949  0.3126
H: 0.726 -2.458 1.769  -0.3337
H: 0.301 -1.801 -2.520  0.6029
H: 2.549 -0.454 -1.685  0.3331
O: 1.688 5.642 -4.767  -0.3424
C: 0.966 5.508 -6.005  -0.3830
C: 1.326 6.680 -6.945  -0.6318
H: -0.120 5.555 -5.802  0.2661
H: 1.174 4.524 -6.450  0.3025
C: 1.687 7.798 -5.913  -0.5461
H: 0.553 6.950 -7.638  0.3635
H: 2.257 6.425 -7.489  0.2740
C: 2.291 6.954 -4.760  -0.4853
H: 0.731 8.240 -5.568  0.2613
H: 2.327 8.565 -6.306  0.3561
H: 2.148 7.431 -3.783  0.2839
H: 3.381 6.889 -4.940  0.2641
C: 4.408 -0.464 3.345  -1.1637
Si: 2.878 0.612 3.628  0.0454
C: 2.881 0.948 5.457  -1.0886
C: 3.068 2.196 2.688  -1.0468
C: 1.450 -0.482 3.214  1.3297
Si: 0.510 -1.517 4.434  0.4010
C: -0.190 -0.544 5.847  -1.0686
C: -0.926 -2.585 3.911  -1.4234
C: 1.809 -2.743 5.004  -1.1156
H: 5.299 0.066 3.731  0.3980
H: 4.612 -0.687 2.283  0.3909
H: 4.359 -1.426 3.876  0.2669
H: 3.823 1.463 5.709  0.3366
H: 2.036 1.598 5.718  0.2685
H: 2.819 0.025 6.052  0.2663
H: 3.160 2.028 1.602  0.1969
H: 2.211 2.853 2.887  0.2711
H: 3.988 2.700 3.042  0.2879
H: 2.001 -1.245 2.677  -0.9216
H: -0.976 0.130 5.488  0.2863
H: -0.649 -1.272 6.535  0.3290
H: 0.564 0.040 6.394  0.3040
H: -0.728 -3.279 3.086  0.3860
H: -1.199 -3.199 4.790  0.4607
H: -1.809 -1.986 3.652  0.3557
H: 2.155 -3.392 4.186  0.2954
H: 2.691 -2.272 5.464  0.2670
H: 1.345 -3.397 5.760  0.3651



(4)
Below is a cluster of 5 separate species, C5H20O5 in total, with properties calculated with the ωB97M-V functional and the def2-TZVPD basis.

Energy relative to the best compared isomer or geometry (same formula, charge and spin), kcal/mol: 67.54
SMILES string: CO.CO.CO.CO.CO
LUMO energy, eV: 0.558
Molecular weight, g mol⁻¹: 160.2
Kohn-Sham gap, eV: 10.5444

Last column: Mulliken charge in e.
Positions of all 30 atoms, in Å:
C: 27.227 9.675 22.826  -0.5223
O: 27.184 9.268 21.462  -0.4704
H: 27.360 10.754 22.907  0.2350
H: 26.388 9.227 23.358  0.2165
H: 28.090 9.209 23.302  0.2466
H: 28.062 9.532 21.178  0.2955
C: 22.914 -0.165 14.151  -0.5386
O: 23.215 1.116 14.672  -0.4792
H: 23.139 -0.885 14.937  0.2395
H: 21.849 -0.299 13.959  0.2446
H: 23.466 -0.504 13.274  0.2394
H: 22.715 1.222 15.484  0.2938
C: 26.607 5.747 12.542  -0.4541
O: 26.788 5.684 11.146  -0.5240
H: 25.602 5.467 12.856  0.2024
H: 27.374 5.176 13.065  0.2279
H: 26.747 6.822 12.661  0.2418
H: 27.682 5.965 10.939  0.3069
C: 23.951 7.285 16.799  -0.4552
O: 25.225 7.089 17.317  -0.5040
H: 23.302 7.756 17.538  0.2570
H: 24.035 7.970 15.956  0.2039
H: 23.514 6.376 16.387  0.1827
H: 25.317 7.489 18.185  0.3142
C: 19.973 10.960 21.284  -0.4471
O: 19.890 11.800 22.403  -0.4966
H: 19.561 10.039 21.696  0.1828
H: 19.217 11.328 20.590  0.2300
H: 20.988 10.841 20.904  0.2376
H: 20.427 12.579 22.241  0.2933



(5)
Below is a cluster of 16 separate species, C5H38O16 in total, with properties calculated with the ωB97M-V functional and the def2-TZVPD basis.

Energy relative to the best compared isomer or geometry (same formula, charge and spin), kcal/mol: 23.96
LUMO energy, eV: -0.030
Molecular weight, g mol⁻¹: 354.3
Kohn-Sham gap, eV: 8.1982

Last column: Mulliken charge in e.
Positions of all 59 atoms, in Å:
C: 1.617 3.148 -1.637  -1.1842
C: 1.194 2.034 -1.002  0.0507
C: -0.196 1.515 -1.148  -0.9224
C: -0.434 0.435 -0.356  1.6540
O: 0.604 -0.410 -0.108  1.0432
C: -1.810 -0.216 -0.021  -1.4664
H: 2.594 3.523 -1.457  0.3056
H: 1.005 3.788 -2.213  0.2445
H: 1.948 1.464 -0.445  0.2597
H: -0.932 2.004 -1.779  0.3542
H: 0.730 -0.685 0.841  -0.2263
H: -1.876 -1.247 -0.346  0.1848
H: -2.679 0.406 -0.345  0.5425
H: -1.855 -0.003 1.083  0.1480
H: 0.072 -2.334 2.567  0.2658
H: 0.623 -0.941 3.098  0.1713
O: 0.711 -1.577 2.327  -0.5250
H: 3.744 -2.220 -0.735  0.3695
H: 3.707 -1.624 0.622  0.3420
O: 3.912 -2.472 0.166  -0.7257
H: -0.947 0.535 3.694  0.2964
H: -0.862 1.785 2.775  0.2348
O: -0.383 1.026 3.106  -0.6031
H: 1.601 2.490 1.677  0.2969
H: 1.221 1.181 2.396  0.3164
O: 1.968 1.685 2.045  -0.6963
H: 1.988 -3.140 1.114  0.2556
H: 2.444 -4.196 0.031  0.2710
O: 1.694 -3.723 0.393  -0.7196
H: -1.642 4.586 -1.124  0.2765
H: -1.133 3.767 -2.384  0.2984
O: -1.489 4.593 -2.078  -0.6532
H: -1.644 -3.741 1.927  0.4246
H: -2.550 -3.182 3.009  0.2579
O: -1.843 -2.917 2.426  -0.6161
H: -2.352 -1.729 -3.613  0.2706
H: -1.439 -2.279 -2.465  0.4007
O: -2.251 -1.788 -2.665  -0.6282
H: -1.114 -4.482 -0.106  0.3187
H: 0.126 -4.335 0.737  0.4523
O: -0.806 -4.600 0.792  -0.7411
H: 4.225 0.653 1.301  0.2699
H: 3.100 -0.004 2.195  0.3480
O: 3.841 -0.189 1.614  -0.6743
H: -1.699 4.024 1.549  0.2778
H: -1.038 3.157 0.498  0.2751
O: -1.045 3.286 1.452  -0.5557
H: -4.030 3.365 0.746  0.2925
H: -3.549 3.920 -0.742  0.3334
O: -3.512 3.978 0.220  -0.6375
H: 0.208 -1.650 -1.239  0.3498
H: 0.529 -3.155 -1.154  0.2424
O: 0.090 -2.485 -1.729  -0.8768
H: 1.973 -1.605 -1.711  0.2608
H: 2.431 -1.216 -3.103  0.3124
O: 2.751 -1.227 -2.201  -0.7667
H: -2.441 1.189 -3.563  0.2796
H: -2.379 0.490 -2.260  0.2885
O: -2.720 1.342 -2.667  -0.6183



Number 1 is which compound? C32H37N2P